# 1
6 unconnected molecules or ions with the total composition C22H61N5O6 in a non-equilibrium geometry, computed with ωB97M-V/def2-TZVPD.

Positions of all 94 atoms, in Å:
C1 6.8540 2.1268 3.1357
O1 5.9648 1.0873 2.6646
C2 4.7995 1.5063 2.1399
C3 3.7133 0.4099 2.1142
C4 4.0733 -0.8668 1.3872
N1 2.4845 0.8596 1.5291
H1 7.8122 1.7648 3.5084
H2 6.4150 2.8143 3.8586
H3 6.9468 2.8374 2.3144
H4 4.4683 2.3251 2.7786
H5 4.9218 1.8967 1.1296
H6 3.4100 0.1819 3.1360
H7 3.3639 -1.6620 1.6166
H8 5.1243 -1.0193 1.6323
H9 4.0621 -0.7980 0.2994
H10 2.6347 1.0396 0.5467
H11 1.8370 0.0854 1.5665
C5 -1.1468 6.2213 -0.6274
O2 -0.5145 5.2067 -1.4358
C6 0.8805 5.0807 -1.0292
C7 1.6686 4.2415 -2.1304
C8 3.1464 4.0875 -1.8302
N2 1.6613 4.8630 -3.4119
H12 -1.2470 5.9611 0.4264
H13 -2.1470 6.2717 -1.0575
H14 -0.7501 7.2354 -0.6751
H15 1.3379 6.0665 -0.9451
H16 0.8808 4.6769 -0.0168
H17 1.1257 3.3151 -2.3176
H18 3.7903 4.9667 -1.8539
H19 3.6624 3.4276 -2.5276
H20 3.2237 3.5927 -0.8620
H21 0.7128 4.8460 -3.7586
H22 2.1755 4.3106 -4.0831
C9 1.4843 -8.7239 -1.2720
O3 1.6155 -7.2794 -1.1730
C10 1.0154 -6.7899 -0.0363
C11 0.6798 -5.2775 -0.3260
C12 0.7368 -4.2279 0.7552
N3 -0.5667 -5.1888 -0.9091
H23 2.0658 -8.9611 -2.1630
H24 0.5324 -9.2423 -1.1571
H25 2.0740 -9.1044 -0.4380
H26 0.1083 -7.3752 0.1140
H27 1.6675 -6.8075 0.8369
H28 1.4371 -4.7657 -0.9200
H29 0.0676 -4.3668 1.6043
H30 0.3445 -3.2715 0.4095
H31 1.7399 -3.9688 1.0940
H32 -0.5564 -5.9111 -1.6150
H33 -1.1903 -5.5990 -0.2287
C13 -2.5915 -2.6505 -0.7193
O4 -2.1231 -1.8005 0.4051
C14 -3.0913 -1.3156 1.3622
C15 -2.4234 -0.8517 2.7348
C16 -1.4881 -1.8656 3.4111
N4 -3.4714 -0.5718 3.7255
H34 -1.8695 -2.7520 -1.5295
H35 -3.2321 -2.0336 -1.3496
H36 -3.0243 -3.5980 -0.3982
H37 -3.7684 -0.5947 0.9039
H38 -3.6052 -2.2509 1.5840
H39 -1.9259 0.0932 2.5163
H40 -1.0013 -1.3343 4.2289
H41 -0.8191 -2.3577 2.7052
H42 -2.0888 -2.5672 3.9899
H43 -3.1479 -0.1792 4.5981
H44 -3.9731 0.1793 3.2736
C17 -1.9714 1.3980 -1.7724
O5 -3.1178 2.2202 -1.8457
C18 -4.2711 1.7030 -1.1860
C19 -5.4835 2.7380 -1.4629
C20 -5.4875 4.0176 -0.6701
N5 -6.7516 2.2236 -1.1523
H45 -1.6601 1.3271 -0.7302
H46 -1.1567 1.8100 -2.3678
H47 -2.1491 0.3793 -2.1170
H48 -4.5990 0.7558 -1.6142
H49 -4.1179 1.5072 -0.1247
H50 -5.3659 3.0563 -2.4987
H51 -4.4486 4.3294 -0.5632
H52 -5.9159 4.0247 0.3322
H53 -6.0180 4.8185 -1.1850
H54 -6.9403 1.2515 -1.3513
H55 -7.4494 2.6193 -1.7659
C21 1.7570 -0.0624 -1.8108
C22 0.9148 -1.1463 -1.1684
O6 0.5003 -0.6877 0.0811
H56 2.7314 0.0879 -1.3461
H57 1.1835 0.8568 -1.6906
H58 1.7464 -0.2398 -2.8862
H59 1.4351 -2.0905 -1.0077
H60 -0.0375 -1.3588 -1.6543
H61 -0.2842 -1.1871 0.3190

## Properties
* relative energy (zero: lowest compared OMol25 entry of this formula, charge and spin): 86.82 kcal/mol
* molar mass: 491.8 g mol⁻¹
* DFT total energy: -1599.77409 a.u.
* LUMO: 0.7 eV
* SMILES string: COC[C@H](C)N.COC[C@H](C)N.COC[C@H](C)N.COC[C@H](C)N.COC[C@H](C)N.CCO
* orbital gap: 0.3372 Ha
* largest force on an atom: 3.981 eV/A

---

# 2
A molecular structure, C28H26N5O4Re, computed with ωB97M-V/def2-TZVPD.

Positions of all 64 atoms, in Å:
Re1 0.0491 -0.5070 0.1713
C1 -0.6655 3.2608 0.1242
C2 0.6107 3.1422 0.9137
C3 1.5141 4.1977 0.9552
C4 2.6738 4.1064 1.7077
C5 2.9419 2.9607 2.4384
C6 2.0649 1.8816 2.4261
C7 2.3718 0.6457 3.2226
C8 0.9134 1.9909 1.6465
N1 -0.0027 0.8812 1.5409
C9 -0.9096 0.6834 2.6048
O1 -0.8995 1.2469 3.6615
C10 -2.0165 -0.2621 2.1796
C11 -3.2727 -0.4102 2.7360
C12 -4.2553 -1.0169 1.9543
C13 -4.0117 -1.3550 0.6196
C14 -2.7329 -1.1704 0.1404
N2 -1.7830 -0.7526 0.9720
C15 -2.2642 -1.0656 -1.3068
O2 -2.8349 -1.5661 -2.2278
N3 -1.1039 -0.2438 -1.3585
C16 -0.6872 0.4626 -2.5348
C17 0.6944 0.6263 -2.7078
C18 1.6993 0.0088 -1.7667
C19 1.1566 1.3713 -3.7803
C20 0.2645 1.9554 -4.6648
C21 -1.0945 1.8436 -4.4370
C22 -1.6033 1.1239 -3.3589
C23 -3.0813 1.1734 -3.0881
H1 -0.7284 4.2410 -0.3446
H2 -1.5422 3.1442 0.7660
H3 -0.7332 2.5122 -0.6679
H4 1.2987 5.1003 0.3976
H5 3.3661 4.9373 1.7349
H6 3.8413 2.9021 3.0384
H7 3.1998 0.8311 3.9041
H8 2.6495 -0.1845 2.5699
H9 1.5185 0.3219 3.8177
H10 -3.4742 -0.0140 3.7211
H11 -5.2492 -1.1515 2.3595
H12 -4.7945 -1.7011 -0.0403
H13 1.6467 0.3220 -0.6661
H14 2.6814 0.4487 -1.9497
H15 1.7898 -1.0654 -1.9064
H16 2.2228 1.4957 -3.9215
H17 0.6309 2.5256 -5.5071
H18 -1.7923 2.3525 -5.0899
H19 -3.5064 2.0571 -3.5602
H20 -3.2898 1.2403 -2.0171
H21 -3.5989 0.2954 -3.4720
C24 2.0529 -4.2152 2.5347
N4 1.5749 -3.9930 1.1685
C25 1.6461 -4.9651 0.1766
C26 1.2445 -4.7329 -1.0785
C27 0.7194 -3.4226 -1.4762
O3 0.3897 -3.0952 -2.5909
N5 0.6312 -2.5253 -0.4018
C28 1.0595 -2.8119 0.8150
O4 0.9334 -1.8165 1.6246
H22 2.3442 -5.2571 2.6248
H23 1.2608 -3.9961 3.2465
H24 2.9097 -3.5775 2.7422
H25 2.0503 -5.9140 0.4980
H26 1.3109 -5.5011 -1.8333

## Properties
* relative energy (zero: lowest compared OMol25 entry of this formula, charge and spin): 6.73 kcal/mol
* molar mass: 682.8 g mol⁻¹
* DFT total energy: -1735.47643 a.u.
* total charge: +1
* multiplicity: 2
* LUMO (alpha / beta): -4.6 / -5.0 eV
* orbital gap (alpha / beta): 0.2483 / 0.2346 Ha
* expectation value of S²: 0.757
* largest force on an atom: 0.380 eV/A

---

# 3
A molecular structure, C7H12NO6Sr in a non-equilibrium geometry, computed with ωB97M-V/def2-TZVPD.

Positions of all 27 atoms, in Å:
O1 -0.7024 3.2624 2.5090
C1 -1.2636 2.0306 2.5895
C2 -0.4013 0.6693 2.1422
N1 -0.3960 0.6025 0.6315
C3 0.2489 -0.6549 0.0946
C4 1.4046 -0.1374 -0.9982
C5 0.9024 1.1937 -1.8589
O2 -0.3634 0.9873 -2.5834
C6 -0.7523 -1.6530 -0.7370
O3 -2.1617 -1.6157 -0.3140
O4 -2.8477 -1.5168 -1.4470
C7 1.0096 -1.5785 1.2268
O5 0.3229 -2.4670 1.9982
O6 2.4864 -1.5681 1.4725
H1 -2.3446 1.9224 3.0247
H2 0.6917 0.8589 2.5639
H3 -0.9553 -0.2263 2.6729
H4 -1.3279 0.8018 0.2072
H5 1.7150 -1.0391 -1.6806
H6 2.3804 0.2295 -0.4166
H7 1.7664 1.4105 -2.6413
H8 0.7642 2.1398 -1.1770
H9 -0.6267 1.7987 -3.1138
H10 -0.3725 -2.7623 -0.5123
H11 -0.6024 -1.5236 -1.9137
H12 -2.7022 -0.5873 -1.8466
Sr1 4.1277 -0.5774 0.1074

## Properties
* molar mass: 293.8 g mol⁻¹
* DFT total energy: -810.26728 a.u.
* total charge: +1
* LUMO: -5.7 eV
* orbital gap: 0.2380 Ha
* largest force on an atom: 8.982 eV/A

---

# 4
A single C2H5NS molecule in a non-equilibrium geometry, computed with ωB97M-V/def2-TZVPD.

Positions of all 9 atoms, in Å:
C1 1.0152 0.5044 -0.0466
C2 -0.4785 -0.4512 0.4992
N1 -1.2597 -0.8488 -0.5629
S1 -1.9507 0.6090 0.2347
H1 1.6915 -0.3927 -0.1704
H2 1.2279 0.9976 0.8319
H3 0.8345 1.2154 -0.8625
H4 -0.2215 -0.9436 1.4933
H5 -0.8587 -0.6901 -1.4167

## Properties
* relative energy (zero: lowest compared OMol25 entry of this formula, charge and spin): 65.66 kcal/mol
* molar mass: 75.1 g mol⁻¹
* DFT total energy: -532.03793 a.u.
* LUMO: 0.7 eV
* SMILES string: C[C@@H]1NS1
* orbital gap: 0.3436 Ha
* largest force on an atom: 5.498 eV/A